[1]
{
  "formula": "C37H49F4N8PTi",
  "method": "wB97M-V/def2-TZVPD",
  "elements": ["Ti", "C", "N", "C", "C", "C", "N", "C", "C", "F", "C", "F", "C", "C", "F", "C", "F", "H", "H", "H", "H", "H", "H", "H", "H", "H", "H", "H", "C", "C", "N", "C", "C", "C", "C", "C", "C", "C", "C", "C", "N", "C", "H", "H", "H", "H", "H", "H", "H", "H", "N", "P", "N", "C", "C", "C", "C", "C", "N", "C", "C", "C", "C", "C", "N", "C", "C", "C", "C", "C", "H", "H", "H", "H", "H", "H", "H", "H", "H", "H", "H", "H", "H", "H", "H", "H", "H", "H", "H", "H", "H", "H", "H", "H", "H", "H", "H", "H", "H", "H"],
  "xyz": [[-0.220, -1.371, -1.089], [-3.656, -0.976, 0.062], [-2.841, -2.181, 0.107], [-3.676, -3.367, 0.018], [-2.018, -2.223, 1.315], [-0.906, -3.258, 1.217], [-0.116, -3.103, -0.012], [0.722, -4.151, -0.361], [1.221, -4.188, -1.669], [0.822, -3.203, -2.513], [2.055, -5.169, -2.144], [2.461, -5.105, -3.421], [2.458, -6.217, -1.338], [1.979, -6.210, -0.049], [2.340, -7.186, 0.800], [1.141, -5.220, 0.436], [0.796, -5.296, 1.740], [-4.351, -0.919, 0.917], [-4.249, -0.975, -0.855], [-3.010, -0.100, 0.072], [-4.366, -3.440, 0.873], [-3.068, -4.270, -0.014], [-4.276, -3.336, -0.895], [-2.625, -2.473, 2.201], [-1.609, -1.224, 1.472], [-1.340, -4.260, 1.246], [-0.297, -3.166, 2.122], [3.115, -6.996, -1.696], [-3.198, -1.559, -4.275], [-2.475, -1.922, -3.151], [-1.357, -1.322, -2.769], [-0.824, -0.320, -3.574], [-1.540, 0.129, -4.714], [-2.722, -0.492, -5.037], [-0.947, 1.178, -5.519], [0.277, 1.638, -5.245], [1.074, 1.101, -4.150], [2.381, 1.465, -3.935], [3.103, 0.828, -2.887], [2.476, -0.100, -2.112], [1.182, -0.463, -2.260], [0.480, 0.131, -3.309], [-4.105, -2.087, -4.528], [-2.819, -2.716, -2.499], [-3.269, -0.158, -5.913], [-1.506, 1.561, -6.365], [0.725, 2.405, -5.868], [2.854, 2.199, -4.575], [4.144, 1.057, -2.705], [3.006, -0.600, -1.310], [-0.472, 0.247, -0.169], [0.074, 1.110, 0.994], [-1.198, 1.567, 1.980], [-2.306, 2.324, 1.388], [-2.238, 3.796, 1.784], [-2.236, 3.936, 3.304], [-1.118, 3.098, 3.923], [-1.221, 1.657, 3.432], [0.862, 2.467, 0.415], [2.317, 2.618, 0.627], [2.927, 3.595, -0.374], [2.054, 4.833, -0.517], [0.675, 4.436, -1.074], [0.423, 2.941, -0.918], [1.137, 0.366, 2.030], [1.955, -0.772, 1.587], [2.254, -1.720, 2.767], [1.402, -1.370, 3.980], [1.703, 0.065, 4.416], [1.782, 0.997, 3.187], [-3.242, 1.888, 1.763], [-2.313, 2.183, 0.310], [-3.071, 4.347, 1.341], [-1.311, 4.215, 1.382], [-3.196, 3.580, 3.697], [-2.146, 4.983, 3.599], [-1.169, 3.128, 5.015], [-0.147, 3.513, 3.629], [-2.181, 1.244, 3.770], [-0.457, 1.016, 3.860], [2.838, 1.658, 0.560], [2.497, 3.015, 1.629], [3.048, 3.112, -1.346], [3.928, 3.853, -0.023], [2.533, 5.570, -1.162], [1.945, 5.305, 0.465], [0.603, 4.686, -2.136], [-0.111, 4.996, -0.566], [0.937, 2.373, -1.700], [-0.631, 2.723, -1.051], [2.893, -0.404, 1.151], [1.436, -1.305, 0.797], [3.309, -1.630, 3.045], [2.102, -2.756, 2.456], [1.587, -2.068, 4.797], [0.344, -1.457, 3.721], [2.657, 0.103, 4.948], [0.944, 0.414, 5.120], [2.831, 1.186, 2.932], [1.343, 1.971, 3.393]],
  "largest_force_ev_per_a": 1.8,
  "homo_ev": [-5.047, -7.531],
  "spin_multiplicity": 3,
  "e_above_lowest_ev": 0.0000
}



[2]
{
  "formula": "C37H50ClN4O3P2S5Ti",
  "method": "wB97M-V/def2-TZVPD",
  "elements": ["Ti", "C", "C", "C", "P", "C", "C", "C", "C", "C", "C", "C", "C", "C", "C", "N", "C", "C", "C", "C", "C", "C", "C", "P", "C", "C", "C", "C", "C", "C", "H", "H", "H", "H", "H", "H", "H", "H", "H", "H", "H", "H", "H", "H", "H", "H", "H", "H", "H", "H", "H", "H", "H", "H", "H", "H", "H", "H", "H", "H", "H", "H", "H", "H", "H", "H", "H", "H", "H", "H", "O", "C", "S", "C", "C", "S", "S", "S", "Cl", "C", "C", "O", "O", "H", "H", "S", "C", "N", "C", "C", "C", "C", "N", "N", "C", "H", "H", "H", "H", "H", "H", "H", "H"],
  "xyz": [[-0.021, 0.192, -0.656], [4.268, -0.815, 4.258], [3.566, 0.456, 3.767], [4.217, 0.983, 2.474], [1.722, 0.113, 3.611], [1.339, 0.272, 5.461], [1.312, 1.644, 6.130], [0.103, -0.522, 5.888], [1.151, 1.714, 2.849], [1.804, 2.880, 3.262], [1.515, 4.152, 2.801], [2.299, 5.350, 3.261], [0.475, 4.269, 1.892], [-0.190, 3.140, 1.459], [0.140, 1.844, 1.871], [-0.612, 0.783, 1.248], [-1.525, 0.109, 2.051], [-1.606, 0.267, 3.443], [-2.513, -0.461, 4.193], [-3.397, -1.373, 3.626], [-4.325, -2.202, 4.472], [-3.386, -1.468, 2.240], [-2.498, -0.735, 1.467], [-2.601, -0.483, -0.310], [-3.503, -1.932, -1.037], [-2.755, -3.255, -0.933], [-3.907, -1.679, -2.494], [-3.967, 0.813, -0.364], [-5.373, 0.230, -0.192], [-3.802, 1.879, 0.717], [5.319, -0.598, 4.468], [4.227, -1.593, 3.498], [3.826, -1.213, 5.174], [3.690, 1.212, 4.549], [3.624, 0.771, 1.585], [5.195, 0.522, 2.328], [4.353, 2.064, 2.509], [2.202, -0.270, 5.860], [0.533, 2.279, 5.703], [2.259, 2.177, 6.048], [1.099, 1.525, 7.197], [-0.807, 0.066, 5.761], [0.173, -0.774, 6.951], [-0.009, -1.443, 5.317], [2.611, 2.792, 3.975], [3.030, 5.073, 4.022], [1.645, 6.116, 3.683], [2.839, 5.805, 2.427], [0.183, 5.239, 1.505], [-0.996, 3.268, 0.760], [-0.956, 0.974, 3.937], [-2.528, -0.321, 5.270], [-4.805, -1.598, 5.245], [-3.792, -3.012, 4.976], [-5.110, -2.653, 3.864], [-4.106, -2.117, 1.750], [-4.413, -2.016, -0.437], [-1.823, -3.220, -1.496], [-3.375, -4.050, -1.356], [-2.533, -3.518, 0.101], [-4.348, -0.696, -2.661], [-4.637, -2.433, -2.799], [-3.039, -1.761, -3.143], [-3.867, 1.284, -1.345], [-5.452, -0.308, 0.757], [-5.688, -0.433, -0.995], [-6.085, 1.057, -0.151], [-3.987, 1.455, 1.707], [-4.535, 2.671, 0.545], [-2.818, 2.324, 0.711], [-3.965, 2.747, -6.150], [-3.266, 2.349, -5.253], [-2.513, 0.746, -5.224], [-1.728, 0.919, -3.664], [-1.896, 2.076, -3.015], [-1.218, 2.417, -1.455], [-2.890, 3.291, -3.799], [-0.780, -0.397, -3.045], [3.307, 3.542, -1.558], [2.281, 2.812, -2.828], [2.042, 1.341, -2.552], [2.376, 0.476, -3.340], [1.436, 1.121, -1.427], [2.777, 2.942, -3.783], [1.319, 3.323, -2.796], [3.957, -2.070, 0.516], [2.625, -1.153, 0.501], [1.654, -0.497, 0.498], [2.831, -3.700, -3.399], [1.864, -3.319, -2.332], [1.375, -4.009, -1.243], [0.565, -3.101, -0.548], [0.505, -1.952, -1.220], [1.325, -2.097, -2.283], [0.011, -3.250, 0.825], [3.438, -4.539, -3.066], [3.493, -2.864, -3.625], [2.316, -3.987, -4.317], [1.633, -5.009, -0.938], [1.540, -1.283, -2.864], [-0.453, -4.227, 0.962], [-0.719, -2.477, 1.058], [0.830, -3.150, 1.542]],
  "largest_force_ev_per_a": 0.5,
  "homo_ev": -4.322,
  "charge": -1,
  "e_above_lowest_ev": 1.0902
}



[3]
{
  "formula": "C37H50F7N5O32P3S2",
  "method": "wB97M-V/def2-TZVPD",
  "elements": ["C", "C", "C", "C", "C", "C", "N", "C", "N", "C", "P", "O", "O", "S", "C", "O", "N", "O", "P", "N", "O", "C", "C", "C", "C", "C", "S", "O", "O", "O", "N", "P", "O", "O", "O", "C", "C", "H", "H", "H", "H", "H", "H", "H", "H", "H", "H", "H", "H", "H", "H", "H", "H", "H", "H", "H", "H", "H", "H", "H", "H", "H", "H", "H", "H", "H", "C", "C", "O", "C", "O", "O", "F", "H", "H", "H", "C", "C", "O", "C", "O", "O", "F", "H", "H", "H", "C", "C", "O", "C", "O", "O", "F", "H", "H", "H", "C", "C", "O", "C", "O", "O", "F", "H", "H", "H", "C", "C", "O", "C", "O", "O", "F", "H", "H", "H", "C", "C", "O", "C", "O", "O", "F", "H", "H", "H", "C", "C", "O", "C", "O", "O", "F", "H", "H", "H"],
  "xyz": [[0.447, 7.930, 7.131], [-0.507, 7.619, 5.925], [0.086, 7.583, 4.569], [-0.831, 7.252, 3.478], [-2.266, 6.976, 3.681], [-3.080, 6.587, 2.372], [-2.166, 5.680, 1.604], [-2.160, 4.397, 1.708], [-3.089, 3.811, 2.659], [-2.188, 3.341, 3.769], [-3.236, 2.674, 5.174], [-3.692, 4.002, 6.119], [-2.448, 1.628, 6.183], [-4.906, 1.955, 4.481], [-1.059, 2.330, 3.232], [-0.126, 2.169, 4.328], [0.187, 0.838, 4.587], [1.316, 0.805, 4.903], [-1.832, 0.745, 2.546], [-0.571, -0.283, 1.908], [-2.524, -0.192, 3.795], [-0.254, 3.110, 2.086], [1.022, 2.359, 1.559], [2.361, 3.226, 1.664], [3.575, 2.177, 1.720], [4.831, 2.874, 2.375], [4.794, 2.521, 4.174], [6.072, 2.939, 4.731], [4.475, 1.119, 4.417], [3.581, 3.409, 4.860], [-1.288, 3.471, 1.052], [-0.672, 4.006, -0.464], [-1.781, 4.766, -1.137], [-0.298, 2.781, -1.502], [0.598, 5.101, -0.340], [-2.850, 7.031, 5.009], [-1.933, 7.367, 6.122], [0.979, 8.897, 6.982], [1.154, 7.055, 7.205], [-0.189, 7.903, 8.055], [1.173, 7.772, 4.386], [-0.360, 7.203, 2.459], [-3.189, 7.531, 1.781], [-4.057, 6.108, 2.604], [-1.510, 6.145, 0.975], [-3.531, 2.981, 2.224], [-1.639, 4.246, 4.167], [-2.853, 4.441, 6.378], [-2.318, 2.083, 7.041], [-0.061, -0.743, 2.669], [-1.015, -1.059, 1.398], [-2.647, -1.124, 3.477], [0.073, 4.075, 2.589], [0.927, 1.902, 0.541], [1.201, 1.498, 2.260], [2.333, 3.835, 2.616], [2.549, 3.845, 0.754], [3.847, 2.003, 0.638], [3.287, 1.208, 2.191], [4.747, 3.985, 2.193], [5.808, 2.573, 1.907], [3.796, 3.509, 5.809], [-0.877, 2.898, -2.285], [0.529, 5.435, 0.577], [-3.929, 6.806, 5.155], [-2.374, 7.384, 7.152], [-3.129, 7.452, -2.885], [-3.884, 8.095, -1.759], [-4.888, 8.828, -2.425], [-5.137, 8.148, -3.587], [-6.093, 8.314, -4.266], [-4.149, 7.249, -3.857], [-3.095, 8.963, -1.070], [-2.357, 8.104, -3.299], [-2.671, 6.507, -2.593], [-4.345, 7.387, -1.065], [4.835, -3.025, 1.433], [5.096, -1.553, 1.334], [4.036, -1.100, 0.511], [2.999, -1.957, 0.740], [1.869, -1.735, 0.433], [3.411, -3.085, 1.367], [6.271, -1.303, 0.705], [5.260, -3.586, 0.599], [5.202, -3.451, 2.366], [5.072, -1.024, 2.291], [-5.726, -0.773, 0.468], [-6.271, -1.168, 1.808], [-5.336, -2.136, 2.255], [-4.155, -1.800, 1.681], [-3.092, -2.223, 2.037], [-4.320, -0.922, 0.663], [-7.483, -1.755, 1.690], [-6.055, -1.440, -0.332], [-5.980, 0.251, 0.198], [-6.327, -0.351, 2.532], [1.968, -5.628, -2.851], [2.496, -4.560, -3.758], [3.103, -3.650, -2.856], [3.507, -4.398, -1.793], [4.284, -4.024, -0.969], [2.924, -5.621, -1.790], [1.491, -3.924, -4.405], [0.980, -5.388, -2.450], [1.924, -6.604, -3.337], [3.237, -4.908, -4.481], [-0.642, -9.507, -3.096], [-0.982, -9.753, -4.536], [-0.237, -8.754, -5.212], [0.853, -8.517, -4.431], [1.829, -7.943, -4.803], [0.696, -9.022, -3.182], [-2.299, -9.544, -4.770], [-1.277, -8.744, -2.639], [-0.694, -10.413, -2.493], [-0.694, -10.739, -4.906], [-0.639, -6.813, -8.267], [-1.472, -6.210, -7.176], [-2.473, -5.508, -7.884], [-2.638, -6.186, -9.060], [-3.567, -6.050, -9.784], [-1.605, -7.044, -9.290], [-0.752, -5.320, -6.446], [0.126, -6.127, -8.638], [-0.158, -7.742, -7.962], [-1.938, -6.941, -6.510], [5.441, -8.672, -6.615], [6.262, -9.787, -6.037], [5.289, -10.621, -5.440], [4.151, -10.445, -6.170], [3.211, -11.171, -6.131], [4.227, -9.336, -6.955], [7.096, -9.331, -5.071], [5.232, -7.884, -5.888], [5.903, -8.225, -7.494], [6.832, -10.357, -6.775]],
  "largest_force_ev_per_a": 5.3,
  "homo_ev": -10.974,
  "charge": 1
}



[4]
{
  "formula": "C37H50FFeN2O2Se",
  "method": "wB97M-V/def2-TZVPD",
  "elements": ["Fe", "C", "C", "C", "C", "C", "C", "C", "Se", "C", "C", "C", "C", "C", "C", "O", "C", "C", "C", "C", "C", "C", "C", "C", "C", "O", "C", "C", "C", "C", "C", "C", "H", "H", "H", "H", "H", "H", "H", "H", "H", "H", "H", "H", "H", "H", "H", "H", "H", "H", "H", "H", "H", "H", "H", "H", "H", "H", "H", "H", "H", "H", "H", "H", "H", "H", "H", "H", "H", "H", "H", "H", "C", "N", "C", "C", "N", "H", "H", "H", "H", "H", "H", "F", "C", "C", "C", "C", "C", "C", "H", "H", "H", "H"],
  "xyz": [[-0.035, -0.227, -0.063], [5.801, 3.880, 3.448], [4.728, 4.493, 2.538], [3.888, 5.462, 3.369], [5.409, 5.288, 1.415], [3.878, 3.380, 1.928], [2.510, 3.287, 2.113], [1.782, 2.259, 1.524], [-0.118, 2.178, 1.767], [-0.623, 3.108, 0.165], [-0.570, 4.497, 0.137], [-0.895, 5.192, -1.014], [-1.291, 4.442, -2.126], [-1.367, 3.058, -2.142], [-1.019, 2.372, -0.955], [-1.070, 1.041, -0.901], [-1.788, 2.294, -3.402], [-0.642, 1.379, -3.865], [-2.112, 3.236, -4.565], [-3.048, 1.461, -3.122], [-0.833, 6.714, -1.114], [-0.384, 7.354, 0.200], [-2.221, 7.264, -1.470], [0.167, 7.113, -2.208], [2.408, 1.285, 0.743], [1.700, 0.301, 0.197], [3.805, 1.355, 0.534], [4.486, 2.402, 1.135], [4.524, 0.316, -0.331], [6.027, 0.590, -0.427], [4.352, -1.086, 0.274], [3.964, 0.344, -1.762], [6.401, 4.667, 3.910], [5.341, 3.288, 4.242], [6.474, 3.228, 2.891], [4.533, 6.233, 3.794], [3.129, 5.960, 2.762], [3.387, 4.954, 4.196], [6.004, 6.103, 1.834], [6.074, 4.657, 0.824], [4.666, 5.717, 0.740], [1.975, 4.011, 2.711], [-0.256, 5.014, 1.033], [-1.549, 4.979, -3.028], [0.255, 1.967, -4.072], [-0.398, 0.634, -3.113], [-0.931, 0.863, -4.785], [-1.252, 3.844, -4.851], [-2.398, 2.639, -5.433], [-2.945, 3.901, -4.331], [-2.883, 0.747, -2.320], [-3.877, 2.113, -2.837], [-3.340, 0.917, -4.024], [-1.065, 7.115, 1.018], [0.620, 7.029, 0.483], [-0.364, 8.440, 0.089], [-2.958, 6.963, -0.724], [-2.198, 8.356, -1.511], [-2.558, 6.899, -2.441], [1.160, 6.716, -1.986], [-0.135, 6.732, -3.185], [0.239, 8.200, -2.280], [5.554, 2.471, 0.983], [6.512, 0.551, 0.550], [6.488, -0.176, -1.055], [6.238, 1.560, -0.881], [4.776, -1.121, 1.280], [3.305, -1.371, 0.334], [4.882, -1.821, -0.340], [4.106, 1.331, -2.209], [4.495, -0.386, -2.380], [2.901, 0.112, -1.782], [1.603, -3.371, -4.184], [0.449, -3.391, -3.286], [-0.233, -4.664, -3.058], [0.335, -2.447, -2.389], [0.217, -1.603, -1.612], [1.294, -3.757, -5.154], [2.415, -3.986, -3.788], [1.950, -2.348, -4.303], [-0.543, -5.067, -4.020], [-1.114, -4.497, -2.443], [0.427, -5.377, -2.558], [-2.230, -4.201, 4.112], [-1.768, -3.306, 3.210], [-2.234, -3.367, 1.915], [-1.742, -2.442, 1.000], [-0.812, -1.459, 1.353], [-0.381, -1.447, 2.684], [-0.847, -2.363, 3.618], [-2.964, -4.118, 1.642], [-2.120, -2.492, -0.018], [0.342, -0.708, 3.011], [-0.511, -2.354, 4.647]],
  "largest_force_ev_per_a": 0.8,
  "homo_ev": [-7.578, -7.650],
  "spin_multiplicity": 6,
  "e_above_lowest_ev": 0.0627
}